1.
{
  "formula": "C5H12N",
  "method": "ωB97M-V with the def2-TZVPD basis set",
  "smiles": "C=CC[C@@H](C)[NH3+]",
  "molar_mass_g_mol": 86.2,
  "e_tot_ev": -6860.812,
  "e_homo_ha": -0.4982,
  "lumo_ev": -3.7,
  "total_charge": 1,
  "elements": ["C", "C", "C", "C", "C", "N", "H", "H", "H", "H", "H", "H", "H", "H", "H", "H", "H", "H"],
  "positions_angstrom": [[0.560, -1.181, -1.795], [0.040, -0.389, -0.570], [0.880, 0.332, 0.469], [0.416, 1.663, 0.855], [-0.324, 2.186, 1.842], [-1.063, -1.341, 0.081], [1.485, -1.862, -1.510], [-0.111, -1.809, -2.282], [0.894, -0.502, -2.627], [-0.702, 0.317, -1.039], [1.998, 0.391, 0.353], [0.979, -0.275, 1.441], [0.569, 2.448, -0.071], [-0.874, 3.044, 1.447], [-0.754, 1.719, 2.717], [-1.687, -0.963, 0.796], [-0.629, -2.189, 0.603], [-1.677, -1.590, -0.708]]
}

***

2.
{
  "formula": "C28H53AgBrGe2Si",
  "method": "ωB97M-V with the def2-TZVPD basis set",
  "molar_mass_g_mol": 750.8,
  "e_tot_ev": -224843.347,
  "e_homo_ha": -0.4062,
  "lumo_ev": -2.8,
  "total_charge": 1,
  "elements": ["Ag", "C", "C", "Ge", "C", "C", "C", "C", "Ge", "C", "C", "C", "C", "C", "C", "C", "C", "C", "C", "H", "H", "H", "H", "H", "H", "H", "H", "H", "H", "H", "H", "H", "H", "H", "H", "H", "H", "H", "H", "H", "H", "H", "H", "H", "H", "C", "C", "C", "C", "Si", "Br", "C", "C", "C", "C", "C", "C", "C", "C", "H", "H", "H", "H", "H", "H", "H", "H", "H", "H", "H", "H", "H", "H", "H", "H", "H", "H", "H", "H", "H", "H", "H", "H", "H", "H", "H"],
  "positions_angstrom": [[-0.468, 0.058, 0.849], [3.197, 2.942, 2.057], [2.041, 2.206, 1.373], [1.418, 0.704, 2.478], [0.552, 1.301, 4.136], [1.545, 1.369, 5.299], [2.847, -0.576, 2.772], [2.595, -1.836, 2.396], [0.743, -2.035, 1.801], [0.462, -2.911, 0.060], [0.784, -4.409, 0.063], [-0.541, -2.568, 3.189], [-0.222, -3.865, 3.934], [3.579, -2.938, 2.433], [4.935, -2.680, 2.227], [5.864, -3.706, 2.279], [5.453, -5.007, 2.534], [4.107, -5.279, 2.728], [3.178, -4.252, 2.668], [3.565, 3.755, 1.430], [4.038, 2.276, 2.256], [2.886, 3.380, 3.007], [2.350, 1.820, 0.399], [1.204, 2.887, 1.204], [-0.261, 0.614, 4.374], [0.095, 2.275, 3.949], [1.995, 0.394, 5.493], [1.050, 1.692, 6.215], [2.357, 2.071, 5.102], [3.811, -0.299, 3.196], [1.073, -2.388, -0.680], [-0.583, -2.753, -0.220], [1.838, -4.591, 0.268], [0.553, -4.848, -0.908], [0.197, -4.947, 0.810], [-1.517, -2.632, 2.700], [-0.600, -1.739, 3.896], [-0.161, -4.722, 3.261], [-1.001, -4.082, 4.666], [0.722, -3.791, 4.475], [5.260, -1.671, 2.006], [6.911, -3.491, 2.112], [6.180, -5.808, 2.573], [3.779, -6.291, 2.924], [2.129, -4.476, 2.822], [-5.156, 1.477, -2.423], [-3.919, 1.299, -3.321], [-3.950, 2.384, -4.414], [-4.065, -0.073, -3.997], [-2.280, 1.439, -2.352], [-2.703, 0.074, -0.487], [-0.759, 0.619, -3.182], [0.562, 0.966, -2.480], [-0.664, 1.124, -4.636], [-0.844, -0.916, -3.207], [-1.933, 3.148, -1.569], [-0.961, 3.076, -0.381], [-1.331, 4.077, -2.641], [-3.217, 3.801, -1.036], [-6.044, 1.463, -3.061], [-5.163, 2.415, -1.874], [-5.260, 0.661, -1.707], [-4.852, 2.248, -5.017], [-3.097, 2.327, -5.093], [-3.989, 3.391, -4.000], [-5.045, -0.117, -4.480], [-4.020, -0.892, -3.277], [-3.318, -0.246, -4.770], [0.790, 2.030, -2.489], [1.376, 0.454, -3.001], [0.584, 0.616, -1.441], [-0.591, 2.211, -4.701], [-1.512, 0.804, -5.240], [0.236, 0.709, -5.097], [-0.841, -1.340, -2.202], [0.038, -1.301, -3.727], [-1.720, -1.291, -3.729], [-0.022, 2.576, -0.615], [-1.428, 2.588, 0.480], [-0.714, 4.094, -0.066], [-0.339, 3.758, -2.962], [-1.228, 5.082, -2.221], [-1.964, 4.160, -3.526], [-3.712, 3.180, -0.287], [-3.932, 4.028, -1.824], [-2.954, 4.749, -0.556]]
}

***

3.
{
  "formula": "C7H12N2O",
  "method": "ωB97M-V with the def2-TZVPD basis set",
  "molar_mass_g_mol": 140.2,
  "e_tot_ev": -12478.171,
  "e_homo_ha": -0.3371,
  "lumo_ev": 0.8,
  "elements": ["C", "C", "C", "C", "C", "C", "N", "C", "N", "H", "H", "H", "H", "H", "H", "H", "H", "H", "H", "O", "H", "H"],
  "positions_angstrom": [[1.076, 2.630, 0.338], [0.737, 1.179, 0.620], [-0.675, 0.941, 1.203], [-1.055, -0.438, 0.685], [-1.520, -0.557, -0.729], [-0.053, -0.783, -0.414], [0.820, 0.347, -0.592], [0.538, -2.156, -0.423], [-0.101, -3.220, -0.879], [0.358, 3.064, -0.375], [1.035, 3.218, 1.265], [2.087, 2.725, -0.083], [1.469, 0.780, 1.343], [-0.676, 0.975, 2.300], [-1.378, 1.708, 0.842], [-1.354, -1.212, 1.392], [-2.133, -1.416, -1.006], [-1.757, 0.357, -1.276], [0.570, 0.882, -1.419], [1.748, -2.292, -0.889], [-1.033, -3.318, -0.492], [1.299, -3.415, -1.413]]
}

***

4.
{
  "formula": "C8H24NNbO3PSr",
  "method": "ωB97M-V with the def2-TZVPD basis set",
  "molar_mass_g_mol": 393.8,
  "e_tot_ev": -27970.052,
  "e_homo_ha": -0.3420,
  "lumo_ev": -6.3,
  "total_charge": 1,
  "elements": ["C", "C", "C", "C", "C", "Nb", "C", "C", "O", "C", "N", "P", "O", "O", "H", "H", "H", "H", "H", "H", "H", "H", "H", "H", "H", "H", "H", "H", "H", "H", "H", "H", "H", "H", "H", "H", "H", "H", "Sr"],
  "positions_angstrom": [[-2.383, -2.959, -2.241], [-1.224, -1.790, -1.952], [0.225, -2.462, -1.584], [1.430, -1.336, -1.304], [1.532, -0.192, -2.464], [1.182, -0.629, 0.827], [1.663, 1.546, 0.386], [0.332, 2.474, -0.020], [-0.513, 1.859, -1.054], [-0.620, 2.845, 1.262], [-1.787, 1.908, 1.491], [1.119, -0.006, 3.320], [-0.478, 0.440, 3.848], [1.446, -1.522, 4.188], [-3.054, -2.592, -3.157], [-3.047, -3.123, -1.274], [-1.867, -3.990, -2.533], [-1.659, -1.080, -1.122], [-1.211, -1.139, -2.953], [0.525, -3.133, -2.525], [0.079, -3.120, -0.620], [2.439, -1.971, -1.368], [0.479, 0.233, -2.832], [1.974, -0.740, -3.429], [2.263, 0.694, -2.246], [2.994, -0.897, 1.051], [0.791, -2.346, 1.319], [-0.631, -0.343, 0.656], [2.573, 1.725, -0.357], [2.032, 2.020, 1.418], [0.750, 3.489, -0.468], [-0.272, 2.246, -1.969], [-1.100, 3.922, 1.075], [0.059, 2.989, 2.232], [-2.453, 1.880, 0.688], [-2.384, 2.243, 2.305], [-0.320, 1.248, 4.454], [0.697, -2.166, 3.929], [-1.580, 3.775, 3.024]]
}